Record 1
ORCA calculation (ωB97M-V/def2-TZVPD) on 3 unconnected molecules or ions with the total composition C22H39FN6O2 in a non-equilibrium geometry.

Cartesian coordinates (Å):
1 H -1.6436 -0.7217 -0.2600
2 N -2.6652 -0.7167 -0.1530
3 C -3.0525 0.4843 -0.2267
4 C -4.5874 0.7286 -0.0375
5 C -2.1411 1.7335 -0.4371
6 C -1.3888 1.8172 -1.8235
7 C -1.6036 0.6157 -2.7294
8 N -1.9328 -0.2997 -3.2916
9 C -1.8480 3.1299 -2.5770
10 C -2.9732 2.9056 -3.6267
11 C -4.2979 2.3540 -3.0695
12 F -3.2729 4.2003 -4.1418
13 C 0.1877 1.9076 -1.5918
14 C 0.5548 0.6278 -0.8392
15 N 0.7799 -0.3344 -0.3093
16 C 0.5802 3.2053 -0.7861
17 C 1.8972 3.0702 0.0120
18 C 2.2327 4.0359 0.8996
19 N 0.8622 1.9575 -2.9003
20 C 2.1593 1.2523 -2.9530
21 C 2.9346 1.8460 -4.1879
22 C 4.2866 1.0937 -4.4561
23 H -4.7651 1.7997 -0.2833
24 H -5.1946 0.0785 -0.6890
25 H -4.8378 0.6180 1.0386
26 H -2.7958 2.6207 -0.3028
27 H -1.4485 1.7600 0.4365
28 H -1.0079 3.6066 -3.1302
29 H -2.2146 3.9102 -1.8768
30 H -2.5843 2.3380 -4.4965
31 H -4.1637 1.3129 -2.7060
32 H -4.9907 2.2649 -3.9377
33 H -4.7680 3.0037 -2.3091
34 H 0.6234 4.0791 -1.4688
35 H -0.1970 3.4789 -0.0268
36 H 2.5816 2.2075 -0.0525
37 H 1.4563 4.4238 1.5820
38 H 3.2737 4.3961 0.9844
39 H 1.0588 2.9151 -3.1826
40 H 2.8209 1.4245 -2.0812
41 H 2.0213 0.1751 -3.1949
42 H 2.2951 1.9324 -5.0866
43 H 3.2269 2.8831 -3.8822
44 H 5.0790 1.7959 -4.7871
45 H 4.1077 0.3176 -5.2250
46 H 4.6395 0.6149 -3.5150
47 C -1.5065 -5.2469 -0.0160
48 N -1.2089 -4.8615 1.3498
49 C -0.3707 -3.8825 1.7801
50 C 0.3590 -3.0755 0.7375
51 O -0.2281 -3.6793 2.9796
52 H -2.5782 -5.1311 -0.1872
53 H -1.2374 -6.2966 -0.1506
54 H -0.9624 -4.6428 -0.7351
55 H -1.6631 -5.3602 2.0996
56 H 0.9852 -2.3373 1.2263
57 H 0.9962 -3.7269 0.1358
58 H -0.3535 -2.5558 0.0993
59 C 1.8464 -3.2638 5.0609
60 N 2.6628 -4.0069 6.0092
61 C 2.9718 -3.6788 7.2898
62 C 2.4161 -2.3861 7.8342
63 O 3.6770 -4.4171 7.9640
64 H 1.0130 -3.8884 4.7539
65 H 2.4568 -3.0319 4.1861
66 H 1.4653 -2.3411 5.4876
67 H 3.0665 -4.8815 5.7118
68 H 2.7460 -2.2599 8.8625
69 H 2.7802 -1.5416 7.2467
70 H 1.3251 -2.4084 7.8198

## Properties
* HOMO level: -8.82 eV
* electronic energy: -1440.4504 Eh
* SMILES: [H]/N=C(/C)C[C@@](C#N)(C[C@@H](C)F)[C@](C#N)(CC=C)NCCC.CNC(C)=O.CNC(C)=O
* Kohn-Sham gap: 9.036 eV
* multiplicity: 1
* ΔE to the lowest compared entry with this formula, charge and spin: 0.892 eV

Atom charges from the Mulliken analysis, given in e for atoms 1 to 8: 0.1354, -0.6034, 0.2070, -1.1949, -0.7703, 2.3472, -0.8913, -0.6204

=====

Record 2
ORCA calculation (ωB97M-V/def2-TZVPD) on a single C22H39N2O5P molecule in a non-equilibrium geometry.

Cartesian coordinates (Å):
1 C 3.8913 -3.3281 0.2126
2 C 2.4394 -2.8535 0.5135
3 C 2.3207 -2.5595 2.0229
4 O 1.0069 -2.2194 2.4392
5 C 0.6966 -0.8589 2.2329
6 C -0.6318 -0.7199 1.4378
7 C -0.5831 -1.4512 0.1558
8 N -0.7319 -2.0110 -0.7955
9 P -1.9540 -1.5418 2.5332
10 O -2.1292 -2.9686 2.1993
11 C -1.0618 0.7968 1.2602
12 C -1.5178 1.2310 2.6409
13 N -2.0256 1.7302 3.5034
14 C -2.2158 0.8914 0.2252
15 C -2.9319 2.2503 0.2014
16 C -4.3642 2.2232 -0.4138
17 C -5.2477 1.0392 0.0343
18 C -5.2280 -0.1837 -0.9508
19 O -5.2106 0.2052 -2.3149
20 C -3.9780 -0.0634 -2.9731
21 C -4.1402 -1.3297 -3.8472
22 C 0.1412 1.7192 0.9068
23 C 0.9670 1.2521 -0.3102
24 C 2.0992 2.2910 -0.5725
25 C 3.1612 2.3520 0.5380
26 C 4.0921 1.1113 0.5511
27 O 4.7271 1.0648 -0.7303
28 C 5.7326 0.1669 -0.7961
29 C 6.3494 -0.0044 -2.1848
30 O 6.1105 -0.4523 0.1229
31 H 4.5497 -2.4502 0.1346
32 H 4.2679 -3.9524 1.0359
33 H 3.8933 -3.8924 -0.7274
34 H 2.2270 -1.9564 -0.0912
35 H 1.7390 -3.6335 0.1895
36 H 3.0600 -1.7709 2.2703
37 H 2.6667 -3.4495 2.5672
38 H 0.5956 -0.3608 3.2171
39 H 1.5389 -0.3663 1.7259
40 H -3.1915 -0.8804 2.3115
41 H -1.5248 -1.3800 3.8710
42 H -1.7547 0.7092 -0.7565
43 H -2.8722 0.0338 0.4126
44 H -2.9911 2.7524 1.1768
45 H -2.3296 2.9134 -0.4431
46 H -4.8711 3.1385 -0.0678
47 H -4.2832 2.3276 -1.5035
48 H -4.8482 0.6363 0.9847
49 H -6.2906 1.3071 0.2343
50 H -4.4045 -0.8708 -0.7058
51 H -6.1821 -0.7138 -0.7928
52 H -3.7506 0.8119 -3.6049
53 H -3.1231 -0.1952 -2.2930
54 H -3.1625 -1.7244 -4.1607
55 H -4.6720 -2.0924 -3.2631
56 H -4.7182 -1.0975 -4.7514
57 H -0.2849 2.7003 0.6358
58 H 0.7406 1.8978 1.8079
59 H 0.3438 1.2535 -1.2181
60 H 1.3646 0.2323 -0.2193
61 H 1.6026 3.2542 -0.7592
62 H 2.6107 2.0228 -1.5089
63 H 3.8075 3.2212 0.3333
64 H 2.7545 2.4786 1.5502
65 H 4.7984 1.2270 1.3790
66 H 3.4421 0.2315 0.6890
67 H 6.1309 -1.0170 -2.5399
68 H 7.4211 0.1761 -2.0554
69 H 5.9166 0.6990 -2.9070

## Properties
* HOMO level: -9.61 eV
* electronic energy: -1688.6808 Eh
* SMILES: CCCOC[C@@](C#N)([PH2]=O)[C@](C#N)(CCCCCOCC)CCCCCOC(C)=O
* Kohn-Sham gap: 10.109 eV
* multiplicity: 1
* ΔE to the lowest compared entry with this formula, charge and spin: 0.000 eV

Atom charges from the Mulliken analysis, given in e for atoms 1 to 8: -1.0876, 0.1905, -0.6474, -0.4072, -0.1050, 1.7134, -0.7835, -0.6144

=====

Record 3
ORCA calculation (ωB97M-V/def2-TZVPD) on a single C22H39N3O4 molecule.

Cartesian coordinates (Å):
1 C -1.6751 -0.9885 3.4747
2 C -2.1928 0.4348 3.3149
3 O -2.2590 0.8332 1.9463
4 C -3.2268 0.2354 1.2127
5 O -4.0636 -0.5104 1.6663
6 N -3.1606 0.6030 -0.0860
7 C -2.1542 1.5187 -0.5852
8 C -2.0800 1.4442 -2.1079
9 C -2.0627 -0.0185 -2.5736
10 N -0.8830 -0.6944 -2.0637
11 C 0.3230 -0.5158 -2.6302
12 O 0.5108 0.1135 -3.6521
13 C 1.4661 -1.1505 -1.8112
14 C 2.7238 -1.3540 -2.6500
15 C 2.7897 -2.7101 -3.3673
16 C 3.0043 -3.8619 -2.3868
17 C 1.5542 -2.9543 -4.2296
18 N 1.7318 -0.2491 -0.6982
19 C 1.0024 -0.2910 0.4312
20 O 0.1261 -1.1295 0.5925
21 C 1.3330 0.7157 1.5176
22 C 1.9784 2.0185 1.0512
23 C 2.1520 2.9527 2.2472
24 C 3.0393 2.3118 3.3162
25 C 3.2110 3.2454 4.5109
26 C 2.4390 0.9743 3.7528
27 C 2.2343 0.0434 2.5619
28 C -3.3341 -0.7516 -2.1164
29 C -4.0850 0.0434 -1.0427
30 H -2.4501 -1.6943 3.1897
31 H -1.3932 -1.1648 4.5091
32 H -0.8155 -1.1456 2.8275
33 H -3.1871 0.5307 3.7641
34 H -1.5151 1.1596 3.7736
35 H -1.1901 1.2478 -0.1456
36 H -2.3875 2.5431 -0.2659
37 H -2.9308 1.9527 -2.5614
38 H -1.1713 1.9388 -2.4523
39 H -1.9697 -0.0354 -3.6651
40 H -0.9249 -1.0830 -1.1270
41 H 1.1157 -2.0880 -1.3705
42 H 3.6007 -1.2588 -2.0048
43 H 2.7548 -0.5569 -3.3976
44 H 3.6625 -2.6694 -4.0296
45 H 2.1584 -3.9708 -1.7125
46 H 3.8996 -3.6983 -1.7906
47 H 3.1221 -4.7968 -2.9297
48 H 1.3696 -2.1025 -4.8785
49 H 1.6954 -3.8383 -4.8476
50 H 0.6728 -3.1087 -3.6114
51 H 2.3714 0.5088 -0.8698
52 H 0.3773 0.9518 1.9983
53 H 2.9661 1.8256 0.6227
54 H 1.3578 2.5009 0.2915
55 H 2.5963 3.8941 1.9169
56 H 1.1733 3.1784 2.6766
57 H 4.0265 2.1223 2.8782
58 H 3.6565 4.1877 4.2002
59 H 3.8546 2.7921 5.2612
60 H 2.2473 3.4570 4.9693
61 H 3.0968 0.4962 4.4815
62 H 1.4775 1.1538 4.2391
63 H 3.1995 -0.1947 2.1070
64 H 1.7785 -0.8916 2.8925
65 H -4.0016 -0.9201 -2.9612
66 H -3.0524 -1.7255 -1.7145
67 H -4.7676 -0.6044 -0.4905
68 H -4.6669 0.8508 -1.5010

## Properties
* HOMO level: -9.00 eV
* electronic energy: -1327.0369 Eh
* SMILES: CCOC(=O)N1CCC(NC(=O)[C@@H](CC(C)C)NC(=O)[C@H]2CC[C@H](C)CC2)CC1
* Kohn-Sham gap: 9.642 eV
* multiplicity: 1
* ΔE to the lowest compared entry with this formula, charge and spin: 0.117 eV

Atom charges from the Mulliken analysis, given in e for atoms 1 to 8: -1.0107, -0.4956, -0.3599, 0.7472, -0.6610, 0.2020, 0.1872, -1.2986

=====

Record 4
ORCA calculation (ωB97M-V/def2-TZVPD) on a molecular structure, C22H40BaCl8F8NO12PS2 in a non-equilibrium geometry.

Cartesian coordinates (Å):
1 Ba -0.8739 1.0666 -2.8371
2 P -3.7934 -1.0866 -3.6655
3 F -3.1068 -2.4934 -4.0479
4 F -4.9124 -1.7385 -2.7574
5 F -2.7595 -0.9586 -2.3985
6 F -4.3053 0.4156 -3.3295
7 F -2.6059 -0.3540 -4.5969
8 F -4.7167 -1.1834 -4.9546
9 N 0.6941 0.7354 -0.8049
10 S 0.4962 -0.4792 0.2101
11 O 0.0049 -0.1458 1.4831
12 O 1.4464 -1.5254 0.0584
13 F -0.7700 -1.0738 -0.5792
14 S 2.2277 1.2348 -0.3976
15 O 3.2724 0.7356 -1.2136
16 O 2.4296 1.3570 0.9903
17 F 2.0089 2.7061 -0.9366
18 Cl -2.2334 -0.4397 5.7526
19 C -2.0140 -1.7437 4.5323
20 C -0.5581 -1.8272 4.1694
21 Cl -0.3924 -3.0448 2.8684
22 H -2.7071 -1.5424 3.7248
23 H -2.2929 -2.6650 5.0391
24 H 0.0588 -2.1490 5.0008
25 H -0.1794 -0.8849 3.7909
26 Cl 4.8407 -4.6895 0.5958
27 C 3.2450 -4.1570 -0.0375
28 C 3.3285 -3.5760 -1.4122
29 Cl 3.5467 -4.7815 -2.7147
30 H 2.8621 -3.4399 0.6836
31 H 2.5784 -5.0125 0.0456
32 H 4.1092 -2.8259 -1.4908
33 H 2.3573 -3.1298 -1.6210
34 Cl 6.9515 -1.5233 -0.7631
35 C 7.5177 -0.4194 0.5116
36 C 7.0292 0.9875 0.3465
37 Cl 7.5700 1.7543 -1.1468
38 H 8.6063 -0.4417 0.5363
39 H 7.1909 -0.8319 1.4646
40 H 7.3359 1.5721 1.2167
41 H 5.9477 1.0122 0.3985
42 Cl -0.9156 7.0005 0.5308
43 C 0.5201 7.2155 -0.4960
44 C 1.3422 5.9544 -0.3903
45 Cl 2.7585 6.0271 -1.4814
46 H 1.0494 8.1018 -0.1567
47 H 0.2008 7.3936 -1.5197
48 H 0.7162 5.1248 -0.7065
49 H 1.6551 5.7501 0.6275
50 C -6.4086 -5.6892 0.1202
51 O -6.2707 -4.4626 0.7798
52 C -6.1920 -3.3690 -0.1129
53 C -6.0177 -2.0954 0.6699
54 O -4.8103 -1.9415 1.3720
55 C -3.6637 -2.1007 0.5869
56 H -7.2945 -5.6952 -0.5287
57 H -6.5034 -6.4410 0.8988
58 H -5.5359 -5.9092 -0.5081
59 H -7.0914 -3.3313 -0.7510
60 H -5.3914 -3.4980 -0.8605
61 H -6.7874 -2.1059 1.4505
62 H -6.2910 -1.2196 0.0614
63 H -3.6201 -1.2964 -0.1695
64 H -3.5617 -3.0407 0.0384
65 H -2.7555 -1.9678 1.1752
66 C 0.2296 -2.1821 -4.2619
67 O 0.6801 -0.8249 -4.0555
68 C 2.0749 -0.6859 -3.8529
69 C 2.4540 0.7507 -4.1620
70 O 1.5537 1.6787 -3.5213
71 C 1.8644 3.0369 -3.8181
72 H 0.2541 -2.7354 -3.3210
73 H 0.8582 -2.6785 -5.0014
74 H -0.7926 -2.1042 -4.6173
75 H 2.6108 -1.3142 -4.5762
76 H 2.4728 -0.9633 -2.8710
77 H 2.5578 0.9502 -5.2325
78 H 3.4443 0.9786 -3.7501
79 H 2.6127 3.3700 -3.0956
80 H 0.9667 3.6386 -3.6544
81 H 2.2782 3.2780 -4.7982
82 C -1.3504 3.8215 5.1454
83 C -1.1392 4.1573 3.8682
84 C -0.0301 3.5128 3.0649
85 O 0.2439 3.9032 1.9512
86 C 0.6615 2.3982 3.6985
87 C 0.4109 2.0639 4.9722
88 C -0.6184 2.7603 5.8320
89 O -0.6958 2.5107 7.0083
90 O 1.0378 1.0513 5.5652
91 O -1.7657 5.1993 3.3337
92 H -2.1440 4.3444 5.6705
93 H 1.3114 1.7735 3.1014
94 H 0.6541 0.9511 6.4562
95 H -1.2616 5.5414 2.5778

## Properties
* HOMO level: -9.37 eV
* electronic energy: -7463.8624 Eh
* Kohn-Sham gap: 8.011 eV
* multiplicity: 1

Atom charges from the Mulliken analysis, given in e for atoms 1 to 8: 1.9494, 1.2598, -0.3969, -0.3132, -0.4283, -0.3433, -0.4432, -0.3464

=====

Record 5
ORCA calculation (ωB97M-V/def2-TZVPD) on a molecular structure, C22H40N3O5S2 in a non-equilibrium geometry.

Cartesian coordinates (Å):
1 C -3.9662 -2.2374 3.4623
2 O -4.1414 -1.8124 2.1203
3 C -3.8521 -2.8268 1.1738
4 C -3.9695 -2.2489 -0.2145
5 C -2.7203 -1.5441 -0.7611
6 C -1.3812 -2.2318 -0.4533
7 C -0.5279 -1.4942 0.6061
8 C 0.8254 -0.9685 0.0823
9 C 0.9661 0.5731 0.1216
10 C 2.0528 1.0910 1.0746
11 C 1.6235 2.3305 1.8525
12 C 2.7033 2.7627 2.8546
13 C 2.1400 3.3477 4.1558
14 C 1.9957 4.8592 4.1318
15 S 0.4121 5.3905 3.4634
16 O -0.4668 4.2448 3.5195
17 O -0.0197 6.5053 4.2745
18 N 0.9166 5.7732 1.9844
19 S -0.2149 6.2920 0.9658
20 C 0.8109 6.3983 -0.4829
21 O -0.7021 7.6247 1.2278
22 O -1.2393 5.3255 0.6558
23 H -4.8096 -1.9005 4.0573
24 H -3.8967 -3.3208 3.5398
25 H -3.0548 -1.7921 3.8584
26 H -2.8808 -3.2819 1.3746
27 H -4.5989 -3.6232 1.2862
28 H -4.3384 -2.9895 -0.9173
29 H -4.7583 -1.5016 -0.1467
30 H -2.8185 -1.5214 -1.8460
31 H -2.6854 -0.5040 -0.4602
32 H -1.5113 -3.2656 -0.1455
33 H -0.7882 -2.2366 -1.3636
34 H -1.0789 -0.6615 1.0291
35 H -0.3207 -2.1690 1.4364
36 H 1.0256 -1.2989 -0.9336
37 H 1.6246 -1.3849 0.6895
38 H 1.2458 0.8922 -0.8803
39 H 0.0072 1.0405 0.3264
40 H 2.3525 0.3064 1.7681
41 H 2.9385 1.3483 0.4943
42 H 1.5044 3.1286 1.1233
43 H 0.6820 2.1551 2.3584
44 H 3.4019 3.4616 2.4004
45 H 3.2877 1.8809 3.1244
46 H 1.2011 2.8662 4.4017
47 H 2.8475 3.1110 4.9519
48 H 2.0242 5.2633 5.1377
49 H 2.7949 5.3163 3.5633
50 H 0.1592 6.5311 -1.3357
51 H 1.5140 7.2117 -0.3702
52 H 1.3247 5.4492 -0.5791
53 N -2.1346 -2.9640 -6.1286
54 C -1.6301 -2.0208 -6.9822
55 C -1.1977 -0.9629 -6.2285
56 C -1.4505 -1.2803 -4.8667
57 C -2.0278 -2.5214 -4.8379
58 H -2.5251 -3.8448 -6.4065
59 H -1.6217 -2.1829 -8.0462
60 H -0.7499 -0.0606 -6.6093
61 H -1.2325 -0.6679 -4.0075
62 H -2.3691 -3.1244 -4.0136
63 N 2.4375 -4.6873 -0.8629
64 C 3.7365 -4.9398 -0.5167
65 C 4.5131 -4.7346 -1.6254
66 C 3.6475 -4.3394 -2.6813
67 C 2.3747 -4.3184 -2.1780
68 H 1.6498 -4.7576 -0.2455
69 H 3.9957 -5.2402 0.4838
70 H 5.5827 -4.8510 -1.6739
71 H 3.9275 -4.0956 -3.6922
72 H 1.4337 -4.0713 -2.6393

## Properties
* HOMO level: -5.19 eV
* electronic energy: -2199.1043 Eh
* Kohn-Sham gap: 7.188 eV
* multiplicity: 1
* total charge: -1

Atom charges from the Mulliken analysis, given in e for atoms 1 to 8: -0.7736, -0.3671, -0.4353, -0.9766, -0.6511, -0.5605, -0.9090, -0.5306

=====

Record 6
ORCA calculation (ωB97M-V/def2-TZVPD) on 3 unconnected molecules or ions with the total composition C22H40N3O6 in a non-equilibrium geometry.

Cartesian coordinates (Å):
1 C 6.6716 -3.2694 -0.7128
2 C 5.8662 -2.2166 -1.5130
3 O 6.0002 -0.9698 -0.8113
4 C 5.4575 0.0803 -1.5788
5 C 3.9510 0.1340 -1.4308
6 C 3.1813 0.4516 -2.5177
7 C 1.8234 0.5354 -2.3493
8 C 0.9882 0.8959 -3.5618
9 O 1.3081 1.8418 -4.2455
10 O -0.0663 0.1290 -3.8987
11 C 1.2349 0.2990 -1.1036
12 O -0.0971 0.4412 -1.0159
13 C -0.7557 -0.5497 -0.1879
14 C -2.2508 -0.5744 -0.5813
15 C -3.1674 0.0851 0.4849
16 C -2.7471 -1.9939 -0.9435
17 C -2.1147 -2.4478 -2.2770
18 C -2.8655 -1.8060 -3.4629
19 C -2.1595 -3.9887 -2.4146
20 C 2.0540 -0.0461 -0.0761
21 N 3.3713 -0.1175 -0.2722
22 H 7.3027 -2.7282 -0.0087
23 H 5.9621 -3.9162 -0.1967
24 H 7.3000 -3.8747 -1.3641
25 H 6.2846 -2.1800 -2.5233
26 H 4.8047 -2.4912 -1.5313
27 H 5.9048 1.0414 -1.3042
28 H 5.6982 -0.0567 -2.6387
29 H 3.6358 0.6479 -3.4787
30 H -0.4950 -0.2049 -3.0923
31 H -0.3202 -1.5505 -0.2819
32 H -0.7315 -0.2735 0.8708
33 H -2.3556 0.0285 -1.4915
34 H -3.8094 0.8199 -0.0025
35 H -2.6417 0.6231 1.2705
36 H -3.8483 -0.6766 0.8748
37 H -2.5214 -2.6621 -0.1056
38 H -3.8281 -1.9116 -1.0824
39 H -1.0484 -2.1755 -2.2884
40 H -3.9350 -1.7768 -3.2463
41 H -2.5679 -0.7763 -3.6828
42 H -2.6490 -2.3922 -4.3587
43 H -1.3044 -4.3146 -3.0149
44 H -3.0627 -4.3262 -2.9276
45 H -2.0886 -4.4742 -1.4390
46 H 1.6605 -0.2606 0.9198
47 H 3.9926 -0.3730 0.4927
48 C -5.2394 2.6067 2.4094
49 O -4.1681 2.5016 1.8382
50 N -6.4035 2.9144 1.8118
51 C -7.6459 3.0241 2.5539
52 C -6.4151 3.1447 0.3767
53 H -5.3388 2.4527 3.4965
54 H -8.3683 2.3022 2.1687
55 H -8.0516 4.0312 2.4432
56 H -7.4763 2.8254 3.6100
57 H -6.0620 2.2522 -0.1414
58 H -5.7469 3.9711 0.1319
59 H -7.4231 3.3815 0.0467
60 C 1.8743 0.6497 4.1031
61 O 1.4964 -0.0231 3.1546
62 N 2.9800 1.4096 4.1230
63 C 3.3626 2.1835 5.2938
64 C 3.8191 1.4615 2.9435
65 H 1.3120 0.6817 5.0473
66 H 3.4045 3.2422 5.0344
67 H 4.3442 1.8592 5.6418
68 H 2.6395 2.0436 6.0936
69 H 3.2391 1.8363 2.0965
70 H 4.1757 0.4549 2.7058
71 H 4.6691 2.1149 3.1181

## Properties
* HOMO level: -11.01 eV
* electronic energy: -1477.7527 Eh
* Kohn-Sham gap: 6.970 eV
* multiplicity: 1
* ΔE to the lowest compared entry with this formula, charge and spin: 0.000 eV
* total charge: +1

Atom charges from the Mulliken analysis, given in e for atoms 1 to 8: -1.1141, -0.1090, -0.3825, -0.8088, 0.0369, -0.5428, 0.5400, -0.1167